93
Properties=species:S:1:pos:R:3:lowdin_spin:R:1 method="wB97M-V/def2-TZVPD" homo_lumo_gap_ev="8.45 / 8.46" lumo_energy_ha="0.013 / 0.013" s_squared=12.668 multiplicity=7 total_energy_ev=-118365.456 total_charge=0
C 2.08670 -3.60637 -1.59391 0.00
C 2.70488 -2.25861 -1.80230 0.00
H 2.43250 -4.31965 -2.34407 0.00
H 0.99281 -3.55229 -1.63015 0.00
H 2.35935 -4.01189 -0.60855 0.00
C 3.64166 -1.97858 -2.72857 0.00
C 4.13894 -2.94604 -3.74566 0.00
H 4.17203 -1.02495 -2.70531 0.00
H 3.36437 -3.66534 -4.04233 0.00
H 5.03091 -3.50312 -3.41391 0.00
H 4.43504 -2.38294 -4.63754 0.00
Tb -0.91485 0.23572 -0.32835 6.10
Cl -2.27406 -1.85902 0.21052 -0.01
C 1.18956 2.66347 0.24650 0.00
O 0.24366 2.36631 -0.53277 -0.02
N 1.52160 3.89292 0.63593 0.00
C 0.95502 5.04365 -0.05910 0.00
C 2.51738 4.13100 1.69001 0.00
H 1.81810 1.85277 0.66282 0.00
H -0.04219 4.77168 -0.40728 0.00
H 1.58243 5.33615 -0.91034 0.00
H 0.91830 5.88761 0.63186 0.00
H 2.30160 3.50464 2.57137 0.00
H 2.47021 5.18968 1.97768 0.00
H 3.53683 3.91268 1.33433 0.00
H -5.32660 3.11311 2.55569 0.00
H -5.81941 1.14350 3.64630 0.00
C -5.20149 2.63201 1.57582 0.00
C -5.60975 0.50331 2.78126 0.00
N -4.82429 1.24476 1.79218 0.00
H -4.41935 3.11298 0.98838 0.00
C -3.78782 0.69266 1.17542 0.00
O -3.01337 1.26689 0.36482 -0.01
H -5.05225 -0.38162 3.10060 0.00
H -3.62971 -0.36229 1.44473 0.00
H -6.16683 2.67229 1.05247 0.00
H -6.57432 0.18042 2.36728 0.00
H 0.48568 -1.96055 -3.39821 0.00
H 2.28268 0.01906 -4.61551 0.00
C -0.17390 -1.38719 -4.06157 0.00
C 1.31694 0.39478 -4.98438 0.00
N 0.23308 0.01543 -4.08596 0.00
H -1.20272 -1.47327 -3.70295 0.00
C -0.40735 0.94264 -3.37675 0.00
O -1.28982 0.66187 -2.51236 -0.01
H 1.35054 1.49010 -5.03348 0.00
H -0.11699 1.98290 -3.60354 0.00
H -0.08834 -1.78213 -5.07939 0.00
H 1.12856 -0.02636 -5.97963 0.00
O 0.87160 -0.86160 -1.09064 -0.02
C 2.18396 -1.19005 -0.85031 0.00
C 3.07707 1.00124 -1.78238 0.00
C 3.09028 0.04142 -0.77370 0.00
H 2.37299 0.88519 -2.61189 0.00
C 3.96008 2.08178 -1.71022 0.00
H 2.22338 -1.64888 0.15044 0.00
C 3.89841 0.20422 0.35084 0.00
H 4.00283 2.80234 -2.52992 0.00
C 4.76756 2.25148 -0.58114 0.00
C 4.76032 1.29447 0.43755 0.00
H 3.81750 -0.54373 1.14003 0.00
H 5.39814 3.13956 -0.48343 0.00
H 5.41310 1.38348 1.30652 0.00
Si -3.80930 -4.25680 -0.74337 0.00
Cl -1.78146 -4.48616 -1.39717 0.00
C -4.61673 -3.09117 -1.97707 0.00
C -4.19226 -4.06160 1.10946 0.00
C -4.66059 -5.96764 -0.87838 0.00
H -4.01131 -2.20315 -2.19960 0.00
H -5.58339 -2.75055 -1.58346 0.00
H -4.81027 -3.63271 -2.91579 0.00
H -4.74126 -6.29816 -1.91936 0.00
H -5.67963 -5.93047 -0.46238 0.00
H -4.10237 -6.71062 -0.29423 0.00
H -3.88978 -3.11104 1.56911 0.00
H -3.71225 -4.88222 1.66809 0.00
H -5.28021 -4.16013 1.26005 0.00
O 1.59316 -0.92273 2.01824 0.00
C 0.94280 0.00639 2.52372 0.00
N -0.17001 0.59502 1.95388 -0.02
S -0.98776 1.62190 2.98477 0.00
O -1.09877 2.93516 2.40162 0.00
O -2.18889 1.00654 3.49884 0.00
C 0.31588 1.60597 4.16916 0.00
C 0.51694 2.49336 5.22271 0.00
C 1.74048 2.43635 5.91064 0.00
C 2.71943 1.49471 5.54636 0.00
C 2.50310 0.63674 4.46847 0.00
C 1.27897 0.68934 3.79788 0.00
H -0.26223 3.20339 5.47934 0.00
H 1.93843 3.14011 6.71946 0.00
H 3.65804 1.44913 6.10814 0.00
H 3.25806 -0.06465 4.10700 0.00

---

11
Properties=species:S:1:pos:R:3:lowdin_charge:R:1 method="wB97M-V/def2-TZVPD" homo_lumo_gap_ev=10.03 lumo_energy_ha=0.033 multiplicity=1 total_energy_ev=-8775.890 total_charge=0
C -1.90070 0.25341 -0.43249 0.01
C -0.75591 -0.69942 -0.21929 -0.52
O -0.80089 -1.89165 -0.28595 0.12
O 0.38102 0.03375 0.06882 -0.05
C 1.51542 -0.67042 0.40432 -0.10
N 2.44205 0.25980 0.58351 0.08
H -2.09347 0.80324 0.49411 0.09
H -1.64129 0.98530 -1.20303 0.09
H -2.79022 -0.30375 -0.72468 0.09
H 3.37043 -0.02773 0.84743 0.09
H 2.27356 1.25745 0.46727 0.11

---

52
Properties=species:S:1:pos:R:3:lowdin_charge:R:1 method="wB97M-V/def2-TZVPD" homo_lumo_gap_ev=7.46 lumo_energy_ha=0.091 multiplicity=1 total_energy_ev=-59450.328 total_charge=-1
Hf 1.09228 -0.72650 -0.29413 1.52
O 2.38123 0.80334 0.58050 -0.14
C 3.06453 -0.12794 1.14123 -0.66
O 3.29649 -1.16176 0.47000 -0.04
C 3.18976 -0.09513 2.61858 -0.18
C 4.35675 0.18298 3.30556 -0.04
C 4.34638 0.18563 4.69480 -0.11
C 3.16286 -0.10302 5.36244 -0.11
C 2.00334 -0.40036 4.66324 -0.13
C 1.98577 -0.40849 3.26868 -0.59
S 0.51566 -0.87269 2.37440 0.57
H 5.26647 0.39953 2.76038 0.11
H 5.24743 0.41103 5.25019 0.09
H 3.14222 -0.10594 6.44578 0.09
H 1.09688 -0.64147 5.20403 0.09
C -3.08609 -2.96092 0.33198 -0.08
O -2.63295 -1.73401 -0.24445 -0.10
C -1.34255 -1.48528 -0.02551 -0.38
O -0.97468 -0.41059 -0.62065 -0.24
H -4.08774 -2.78120 0.71786 0.08
H -2.40826 -3.25822 1.13122 0.08
H -3.11279 -3.72253 -0.44692 0.08
C -4.71675 3.68061 -1.62361 -0.05
C -4.66731 5.17464 -1.47245 -0.74
O -5.64219 5.86227 -1.30330 -0.01
S -3.08518 6.00689 -1.56631 1.01
C -1.92947 4.67615 -1.75916 -0.57
C -1.37899 4.06902 -0.63262 -0.09
C -0.49956 3.00884 -0.75794 -0.01
C -0.15159 2.54217 -2.02576 -0.24
C -0.68366 3.16933 -3.15724 -0.02
C -1.56254 4.22810 -3.02365 -0.11
C 0.71968 1.41509 -2.16907 -0.19
C 1.42270 0.41288 -2.22474 -0.10
H -4.11176 3.19467 -0.85943 0.09
H -4.29520 3.38386 -2.58418 0.08
H -5.75708 3.37712 -1.54847 0.08
H -1.65605 4.42930 0.35017 0.11
H -0.08842 2.53703 0.12569 0.12
H -0.40766 2.80084 -4.13546 0.12
H -1.97914 4.70298 -3.90290 0.11
C 1.19928 -5.64875 -1.58215 -0.13
C 1.28508 -4.69843 -2.58453 -0.12
C 1.36000 -3.34458 -2.25842 -0.14
C 1.36408 -2.91298 -0.93122 -0.27
C 1.30654 -3.89859 0.06429 -0.15
C 1.20638 -5.24505 -0.25081 -0.11
H 1.12509 -6.69988 -1.83578 0.09
H 1.28194 -5.00450 -3.62501 0.09
H 1.40692 -2.61578 -3.06140 0.08
H 1.29318 -3.60288 1.10925 0.07
H 1.13863 -5.98679 0.53701 0.09

---

27
Properties=species:S:1:pos:R:3:lowdin_spin:R:1 method="wB97M-V/def2-TZVPD" homo_lumo_gap_ev="5.21 / 4.36" lumo_energy_ha="-0.561 / -0.592" s_squared=2.063 multiplicity=3 total_energy_ev=-35320.744 total_charge=+3
O -0.00338 2.24071 -5.24612 0.00
C -0.01554 2.16362 -4.11041 0.00
W 0.02120 -0.04400 0.16653 1.48
C -0.13220 0.60360 2.00738 0.08
O -0.29761 0.99178 3.11000 0.15
C -0.01068 -2.08894 0.08790 0.05
O -0.19388 -3.24758 -0.06348 0.10
C 2.03554 0.11637 -0.35137 0.03
O 3.15933 0.11926 -0.66320 0.07
C -1.99673 0.04110 -0.38787 0.03
O -3.14403 -0.11544 -0.54268 0.07
H 0.03817 -0.32926 -1.54767 -0.02
S 1.88548 -1.50119 1.77413 -0.03
C 1.16125 -1.73076 3.32081 0.00
N -0.04374 -2.29691 3.54606 0.01
C -0.66205 -2.34680 4.89208 0.00
C 0.03845 -1.44526 5.89167 0.00
C 1.53948 -1.60736 5.70870 0.00
N 1.87577 -1.23110 4.33991 -0.02
H -0.55142 -2.64541 2.72272 0.00
H -0.62710 -3.37372 5.26722 0.00
H -1.71181 -2.08163 4.77545 0.00
H -0.27756 -1.64496 6.92836 0.00
H -0.23366 -0.41004 5.66954 0.00
H 1.81695 -2.65472 5.92093 0.00
H 2.12199 -0.96171 6.35933 0.00
H 2.76198 -0.75962 4.08829 0.00